{"formula": "C49H39BBr2N10OZr", "method": "ωB97M-V/def2-TZVPD", "e_tot_ev": -210431.2950, "charge": 2, "de_lowest_ev": 1.198, "e_homo_ev": -13.0, "gap_ev": 7.287, "species": ["Zr", "C", "C", "C", "C", "N", "N", "B", "N", "N", "C", "C", "C", "C", "C", "C", "C", "C", "C", "C", "N", "N", "C", "C", "C", "C", "C", "C", "C", "C", "C", "C", "C", "C", "C", "C", "C", "C", "H", "H", "H", "H", "H", "H", "H", "H", "H", "H", "H", "H", "H", "H", "H", "H", "H", "H", "H", "H", "H", "H", "H", "H", "H", "H", "H", "H", "Br", "C", "C", "C", "Br", "C", "C", "C", "C", "N", "C", "C", "O", "H", "H", "H", "H", "N", "C", "C", "C", "C", "C", "C", "C", "N", "C", "C", "N", "C", "H", "H", "H", "H", "H", "H", "H"], "coordinates": [[0.231672, 0.614569, 0.356966], [2.579892, -2.849299, 4.202854], [1.661521, -1.763202, 3.765782], [0.540658, -1.276457, 4.375670], [0.086411, -0.211989, 3.567803], [0.877885, -0.069762, 2.512958], [1.869687, -1.013384, 2.627680], [3.034175, -1.032701, 1.790416], [3.294263, -0.031413, 0.808828], [2.540564, 1.126576, 0.612348], [3.234646, 1.871839, -0.236698], [4.425553, 1.213034, -0.625837], [4.450372, 0.036830, 0.051082], [5.513897, -1.004214, 0.086775], [2.856039, 3.225534, -0.658717], [2.679894, 4.216982, 0.302640], [2.519120, 5.535052, -0.095092], [2.494075, 5.859271, -1.442652], [2.639656, 4.866176, -2.403368], [2.843687, 3.554046, -2.013924], [1.268862, -0.426935, -1.400041], [0.252576, 0.440011, -1.714955], [0.022849, 0.416699, -3.039627], [0.908231, -0.492691, -3.599023], [1.674564, -0.992773, -2.533454], [2.763600, -2.013460, -2.558385], [-1.045687, 1.247027, -3.610348], [-1.781774, 0.807858, -4.707645], [-2.822105, 1.580314, -5.200586], [-3.135151, 2.793791, -4.602385], [-2.394704, 3.243122, -3.516834], [-1.351043, 2.475730, -3.024588], [-1.076129, 0.664019, 3.764282], [-2.271035, 0.142558, 4.265256], [-3.370198, 0.966632, 4.432385], [-3.277625, 2.319826, 4.124433], [-2.082729, 2.848420, 3.660114], [-0.980242, 2.025079, 3.476829], [2.178492, -3.323167, 5.094789], [3.568828, -2.457865, 4.442088], [2.695736, -3.608935, 3.429585], [0.122926, -1.603822, 5.312462], [3.805118, -1.912902, 1.926654], [5.184375, 1.603722, -1.281917], [6.276200, -0.760863, -0.649016], [5.122341, -1.995854, -0.136795], [5.990695, -1.044226, 1.066675], [2.709599, 3.959465, 1.353362], [2.421165, 6.312152, 0.651369], [2.370103, 6.889537, -1.748247], [2.616998, 5.120218, -3.454361], [2.990715, 2.780644, -2.758468], [1.010524, -0.745520, -4.641578], [3.561351, -1.720456, -3.240589], [2.388812, -2.980587, -2.898996], [3.190398, -2.134600, -1.562973], [-1.550202, -0.145673, -5.166232], [-3.390696, 1.234648, -6.053397], [-3.945156, 3.395745, -4.992277], [-2.618512, 4.202036, -3.065708], [-0.745665, 2.843487, -2.204128], [-2.336170, -0.908256, 4.523506], [-4.295463, 0.560236, 4.818024], [-4.133250, 2.965434, 4.272162], [-1.996715, 3.908612, 3.461022], [-0.037767, 2.444974, 3.148772], [-0.671900, 5.570556, 1.192813], [-1.927119, 4.293834, 0.651923], [-3.273820, 4.689457, 0.480637], [-4.225481, 3.795027, 0.094489], [-5.998479, 4.378623, -0.156377], [-3.884064, 2.432828, -0.128928], [-4.753475, 1.443455, -0.621308], [-4.271042, 0.183098, -0.864038], [-2.938725, -0.111072, -0.568689], [-2.097840, 0.778152, -0.064927], [-2.550428, 2.053605, 0.103209], [-1.556043, 2.991819, 0.465200], [-0.307599, 2.506345, 0.551379], [-3.534700, 5.724933, 0.650177], [-5.785607, 1.693362, -0.826988], [-4.903654, -0.588446, -1.278092], [-2.548832, -1.101475, -0.755702], [0.514197, -10.070140, -1.724718], [0.298165, -9.005990, -1.352963], [0.035092, -7.670376, -0.891204], [-1.277636, -7.247240, -0.696456], [-1.529788, -5.958207, -0.261316], [-0.464085, -5.108746, -0.010795], [0.847547, -5.522191, -0.189243], [1.097931, -6.806127, -0.639684], [-0.719328, -3.773956, 0.440642], [-1.635970, -3.385741, 1.392702], [-1.530297, -2.037590, 1.490949], [-0.566450, -1.588574, 0.606453], [-0.104051, -2.667973, -0.006413], [-2.095203, -7.925142, -0.897606], [-2.548113, -5.615085, -0.134473], [1.668586, -4.855330, 0.042028], [2.112849, -7.149401, -0.783102], [-2.252328, -4.096339, 1.914646], [-2.089483, -1.362527, 2.115257], [0.636475, -2.678350, -0.786243]], "forces_ev_per_angstrom": [[0.19, -0.40, -0.29], [0.00, 0.00, -0.02], [-0.02, 0.01, 0.04], [0.00, 0.00, 0.01], [0.06, 0.01, -0.01], [-0.19, 0.20, 0.03], [0.03, -0.01, 0.05], [-0.01, -0.03, -0.01], [0.07, 0.16, 0.10], [-0.11, -0.13, -0.06], [0.05, -0.09, -0.07], [-0.04, 0.05, -0.02], [-0.04, -0.06, 0.00], [0.01, 0.00, 0.00], [-0.02, 0.09, 0.06], [-0.01, 0.00, -0.05], [-0.02, -0.02, 0.03], [-0.01, 0.00, -0.03], [-0.01, 0.03, 0.00], [-0.02, -0.09, 0.00], [-0.14, 0.05, 0.04], [0.06, 0.13, -0.14], [-0.04, -0.04, 0.01], [0.01, 0.06, -0.03], [0.04, -0.03, 0.04], [-0.01, 0.00, 0.00], [0.00, 0.03, -0.01], [0.01, -0.02, 0.01], [0.00, 0.01, 0.00], [0.00, -0.01, -0.01], [0.00, 0.00, 0.02], [0.00, 0.00, -0.01], [-0.01, 0.00, 0.00], [0.01, -0.01, -0.01], [0.00, 0.01, 0.00], [-0.01, -0.02, 0.00], [0.02, 0.01, 0.03], [-0.02, -0.02, 0.04], [0.00, 0.00, 0.00], [0.00, 0.00, 0.00], [0.00, 0.00, 0.00], [-0.01, 0.00, -0.01], [0.00, 0.01, 0.00], [0.00, 0.01, 0.01], [0.00, 0.00, 0.00], [0.00, -0.01, 0.00], [0.00, 0.00, 0.00], [0.01, 0.00, 0.02], [0.01, 0.00, -0.01], [0.00, 0.00, 0.00], [0.00, 0.00, 0.00], [0.01, -0.01, -0.01], [0.00, 0.00, 0.00], [0.01, 0.01, 0.01], [0.00, 0.00, -0.01], [0.01, -0.01, 0.01], [0.00, 0.00, 0.00], [0.00, 0.00, 0.00], [0.00, 0.00, 0.00], [0.00, 0.00, 0.00], [0.01, 0.00, 0.01], [0.00, 0.00, 0.00], [0.00, 0.00, 0.00], [0.00, 0.00, 0.00], [0.00, -0.01, 0.02], [-0.01, 0.01, 0.02], [0.01, 0.02, 0.03], [0.03, -0.09, 0.04], [-0.02, 0.06, 0.01], [-0.03, 0.02, 0.01], [0.03, -0.01, 0.00], [0.04, -0.02, -0.01], [0.01, -0.03, 0.00], [-0.04, 0.01, -0.01], [0.05, 0.02, 0.00], [-0.02, 0.02, 0.04], [0.00, 0.05, -0.02], [-0.07, 0.06, -0.15], [0.11, -0.04, 0.21], [-0.01, 0.00, -0.01], [0.00, 0.00, 0.00], [0.00, 0.00, 0.00], [0.00, -0.01, 0.01], [0.00, 0.00, 0.00], [0.00, -0.02, -0.01], [-0.01, 0.03, 0.01], [0.01, -0.02, 0.00], [-0.01, 0.02, 0.00], [0.03, -0.02, -0.01], [0.00, 0.00, 0.01], [-0.01, -0.01, 0.00], [0.02, 0.02, -0.04], [-0.01, 0.01, 0.03], [-0.01, -0.03, -0.01], [0.09, 0.08, 0.04], [-0.04, -0.02, -0.01], [0.00, 0.00, 0.00], [0.00, 0.00, 0.00], [0.00, 0.00, -0.01], [0.00, 0.00, 0.00], [0.00, 0.00, 0.00], [0.00, 0.01, 0.01], [0.01, 0.00, 0.00]]}

{"formula": "C49H39Cl2N5O4S2Zr", "method": "ωB97M-V/def2-TZVPD", "e_tot_ev": -115086.5061, "charge": 0, "de_lowest_ev": 1.455, "e_homo_ev": -7.1, "gap_ev": 6.557, "species": ["Zr", "C", "C", "N", "N", "C", "S", "S", "C", "C", "C", "C", "C", "C", "C", "C", "C", "C", "C", "C", "C", "O", "H", "H", "H", "H", "H", "H", "H", "H", "H", "H", "H", "H", "H", "H", "Cl", "C", "C", "C", "Cl", "C", "O", "C", "C", "O", "C", "H", "H", "H", "C", "C", "C", "C", "C", "C", "C", "C", "C", "C", "C", "C", "C", "C", "C", "N", "H", "H", "H", "H", "H", "H", "H", "H", "H", "H", "C", "N", "N", "C", "O", "C", "C", "C", "C", "C", "C", "C", "C", "C", "H", "H", "H", "H", "H", "H", "H", "H", "H", "H", "H", "H"], "coordinates": [[-0.054803, 0.222203, -0.171024], [0.864635, 1.566036, -3.421736], [-0.299058, 1.878821, -2.538400], [-0.092344, 2.328928, -1.328280], [-1.134335, 3.151798, -0.875961], [-1.524583, 3.078193, 0.345213], [-1.105384, 1.963243, 1.575674], [-2.754347, 4.322022, 0.780427], [-4.067496, 3.843121, -0.391704], [-5.075807, 2.899686, 0.202974], [-4.705114, 1.607933, 0.575162], [-5.636428, 0.749838, 1.136291], [-6.949911, 1.158785, 1.334513], [-7.324550, 2.441655, 0.967415], [-6.389652, 3.304120, 0.408356], [-1.657856, 1.654383, -3.014481], [-2.099109, 1.952275, -4.301893], [-3.387101, 1.648488, -4.697463], [-4.234553, 1.011395, -3.791491], [-3.804326, 0.664002, -2.526236], [-2.495387, 0.958112, -2.102017], [-2.073459, 0.589527, -0.915933], [1.803070, 1.707276, -2.895242], [0.828283, 2.284856, -4.247372], [0.796110, 0.569148, -3.858941], [-3.568533, 3.409961, -1.259390], [-4.550166, 4.764855, -0.716284], [-3.680226, 1.282110, 0.432762], [-5.325672, -0.248264, 1.425214], [-7.674698, 0.485840, 1.776043], [-8.343056, 2.776402, 1.118301], [-6.687247, 4.308271, 0.128184], [-1.430082, 2.461734, -4.985821], [-3.735263, 1.908384, -5.687566], [-5.252204, 0.780763, -4.083728], [-4.474810, 0.181075, -1.826639], [3.120763, -5.248123, -4.418594], [2.167450, -4.024168, -3.637852], [0.773276, -4.082524, -3.735882], [-0.004703, -3.134402, -3.120677], [-1.728253, -3.235487, -3.205248], [0.564455, -2.082449, -2.359315], [-0.190415, -1.258147, -1.715389], [1.976166, -2.039674, -2.308464], [2.622285, -0.904301, -1.706638], [2.049236, 0.080212, -1.248137], [2.766933, -3.011738, -2.939717], [0.305141, -4.883028, -4.292212], [3.722820, -0.898914, -1.732059], [3.846415, -2.948954, -2.878738], [3.065260, 3.004883, 1.828055], [3.764602, 2.192538, 2.718695], [3.452226, 0.853632, 2.791827], [2.436944, 0.312706, 1.981839], [1.676737, 1.122581, 1.132150], [2.040136, 2.476456, 1.068962], [2.174867, -1.138930, 1.974265], [2.919123, -2.007756, 2.826600], [2.671384, -3.334753, 2.834109], [1.645730, -3.856453, 2.013210], [1.312422, -5.227541, 2.043871], [0.287974, -5.714041, 1.283897], [-0.436916, -4.822562, 0.472744], [-0.123952, -3.490579, 0.421677], [0.945260, -2.956690, 1.180433], [1.252228, -1.606197, 1.143297], [3.312736, 4.056662, 1.745783], [4.546245, 2.604831, 3.343778], [4.011768, 0.242002, 3.485866], [1.490921, 3.140607, 0.413150], [3.682699, -1.600345, 3.467481], [3.229659, -4.005621, 3.477134], [1.884922, -5.881041, 2.691921], [0.031649, -6.764944, 1.309402], [-1.262477, -5.186490, -0.127479], [-0.723276, -2.840269, -0.187689], [-5.043719, -2.581089, 3.324098], [-4.096486, -2.620660, 2.219311], [-2.897976, -1.949016, 2.395531], [-2.452894, -1.507016, 1.178465], [-1.295254, -1.049907, 1.069575], [-3.466396, -1.806440, 0.229484], [-4.456990, -2.447938, 0.911865], [-5.795750, -2.885548, 0.434634], [-1.999287, -2.288960, 3.450988], [-1.829442, -3.614271, 3.822377], [-0.893818, -3.922992, 4.798473], [-0.125240, -2.918125, 5.368802], [-0.297997, -1.597346, 4.975973], [-1.247455, -1.271873, 4.020114], [-4.495275, -2.722901, 4.251881], [-5.748761, -3.400995, 3.210959], [-5.578199, -1.629098, 3.362710], [-3.419467, -1.572771, -0.818942], [-5.843182, -2.797337, -0.647889], [-6.580500, -2.255467, 0.859569], [-5.999947, -3.919432, 0.713816], [-2.407398, -4.389088, 3.334687], [-0.751845, -4.953649, 5.096195], [0.614225, -3.164770, 6.119702], [0.306097, -0.813201, 5.413229], [-1.396523, -0.249470, 3.696606]], "forces_ev_per_angstrom": [[0.37, -0.24, 0.74], [-0.01, 0.02, 0.02], [0.13, 0.05, -0.04], [-0.21, 0.10, -0.07], [0.08, -0.06, 0.04], [-0.22, 0.07, -0.01], [0.11, -0.06, -0.14], [0.08, -0.01, -0.01], [-0.04, 0.00, -0.06], [-0.02, 0.00, 0.03], [0.01, 0.01, 0.06], [-0.03, 0.01, 0.05], [0.01, 0.02, -0.01], [-0.02, 0.00, -0.01], [-0.01, -0.01, -0.03], [-0.03, 0.01, -0.06], [0.01, 0.02, 0.03], [-0.03, -0.01, 0.01], [0.00, 0.01, -0.02], [0.03, -0.01, 0.01], [-0.02, 0.03, 0.01], [0.12, -0.22, -0.27], [0.00, 0.01, -0.01], [-0.02, -0.03, -0.02], [0.00, -0.01, 0.02], [0.01, 0.01, 0.00], [0.00, 0.01, 0.03], [-0.07, 0.01, 0.02], [-0.06, 0.17, 0.00], [-0.02, -0.01, 0.01], [0.00, 0.00, 0.00], [0.00, 0.00, 0.00], [0.00, 0.00, 0.00], [0.00, 0.00, 0.00], [0.00, 0.00, 0.00], [0.00, -0.01, -0.02], [0.00, 0.00, 0.00], [0.02, 0.02, 0.01], [-0.04, 0.00, -0.01], [0.02, -0.05, 0.04], [-0.02, 0.00, 0.00], [-0.06, -0.09, 0.19], [-0.09, 0.19, -0.03], [0.00, 0.06, 0.00], [-0.07, -0.01, -0.18], [-0.03, 0.00, 0.32], [0.01, -0.04, -0.01], [0.00, 0.00, 0.00], [0.00, 0.03, -0.03], [0.00, 0.00, 0.00], [0.02, -0.01, 0.01], [-0.01, 0.03, -0.02], [0.01, -0.01, -0.01], [0.08, -0.02, -0.05], [-0.15, -0.10, -0.14], [-0.03, 0.00, -0.01], [0.01, 0.02, -0.06], [0.00, 0.01, 0.01], [-0.02, -0.02, 0.02], [0.02, 0.01, -0.01], [-0.01, -0.01, -0.01], [0.01, 0.01, 0.02], [0.00, 0.01, -0.02], [0.04, -0.05, -0.12], [-0.03, 0.03, 0.14], [-0.07, -0.11, -0.06], [0.00, 0.00, 0.01], [0.00, -0.01, 0.00], [0.01, 0.00, -0.01], [-0.01, 0.00, 0.02], [-0.01, 0.00, 0.00], [0.01, 0.00, 0.00], [0.00, 0.00, 0.00], [0.00, 0.00, -0.01], [0.00, 0.00, 0.00], [0.07, 0.02, -0.17], [-0.02, -0.01, 0.03], [0.04, 0.00, 0.00], [0.00, 0.03, -0.01], [-0.11, 0.01, -0.04], [0.10, 0.40, -0.05], [0.09, -0.08, -0.01], [0.02, -0.13, -0.03], [0.01, -0.01, 0.00], [0.00, 0.01, -0.02], [-0.01, 0.01, 0.01], [-0.01, -0.01, -0.01], [0.02, 0.01, 0.01], [0.00, 0.00, -0.01], [0.00, -0.01, 0.00], [-0.01, -0.02, 0.00], [-0.01, 0.02, -0.02], [0.02, 0.01, 0.02], [0.01, 0.00, 0.00], [0.00, 0.01, 0.00], [0.00, 0.00, 0.00], [0.01, 0.00, 0.00], [0.00, 0.00, 0.01], [0.00, 0.00, 0.00], [0.00, 0.00, 0.00], [0.00, 0.00, 0.00], [0.00, 0.00, 0.00]]}